(1)
DFT (the ωB97M-V functional and the def2-TZVPD basis) results for a 3-piece molecular cluster, C5H17NO2 overall at a distorted geometry.

electronic energy: -11042.7493 eV
frontier orbital gap: 8.2 eV
LUMO energy: 0.6 eV
SMILES: CC(C)N(C)C.O.O
spin multiplicity: 1

The geometry in XYZ format:
```
25
Properties=species:S:1:pos:R:3:nbo_charge:R:1
H 0.67577 0.44192 1.97181 0.169
H 0.86708 -2.85317 1.23375 0.200
N 1.00979 -0.90275 0.62813 -0.471
O -1.78903 1.77135 1.02605 -0.941
C 1.12678 0.42579 1.01826 -0.402
H 0.95437 -1.38046 -2.66264 0.205
C 0.24260 -1.25019 -0.67339 -0.010
C 0.83155 -0.72067 -1.97339 -0.622
H -1.91192 -0.23164 -0.80535 0.215
H 1.76011 -0.26983 -1.56922 0.226
H -1.31119 2.44832 0.71302 0.460
H 0.40268 -2.39410 -0.64108 0.190
H -1.76275 1.82777 2.03555 0.485
H -1.79014 -1.92653 -0.18022 0.216
C 0.89968 -1.89257 1.73441 -0.424
H 1.90322 -1.91062 2.30701 0.198
O -0.41010 2.54567 -1.60224 -0.941
H 0.21121 0.08235 -2.24205 0.214
C -1.24459 -0.98695 -0.33446 -0.670
H 0.62139 1.08248 0.22203 0.187
H 0.04399 -1.90214 2.47379 0.171
H -1.28767 -0.61544 0.80133 0.221
H -1.10292 2.97700 -2.23306 0.477
H 2.06979 0.92022 1.17736 0.179
H -0.95465 2.03448 -1.01808 0.467
```



(2)
DFT (the ωB97M-V functional and the def2-TZVPD basis) results for a 10-piece molecular cluster, C39H64FNO29 overall at a distorted geometry.

electronic energy: -105059.9855 eV
frontier orbital gap: 8.0 eV
LUMO energy: -1.5 eV
SMILES: Nc1cccc2c1C(=O)C=C(CCF)C2=O.COC(=O)OC.COC(=O)OC.COC(=O)OC.COC(=O)OC.COC(=O)OC.COC(=O)OC.COC(=O)OC.COC(=O)OC.COC(=O)OC
spin multiplicity: 1

The geometry in XYZ format:
```
134
Properties=species:S:1:pos:R:3:mulliken_charge:R:1
C 0.93877 6.34872 -1.19114 0.774
H -4.53791 -4.83871 -1.73407 0.402
H 11.57970 -8.77569 -0.76402 0.290
H -0.96249 4.90686 0.99339 0.187
O 10.26522 -7.56048 -1.82331 -0.312
H -1.20335 2.09741 4.45352 0.291
H 0.38126 -3.47753 -6.41783 0.276
H -4.44160 -2.18577 -1.18957 0.356
H -5.03926 1.91827 -5.81545 0.273
H -5.73816 7.46950 -8.25661 0.220
O 6.29011 -4.26983 -2.31723 -0.298
H -6.73443 1.83089 -9.03928 0.252
O 0.56147 5.91835 -2.25378 -0.542
C -6.35573 -4.81637 2.57733 0.726
C -5.05164 -0.71454 -5.92612 0.718
O -5.23658 -0.42008 -7.08131 -0.538
H -2.72436 0.09076 -2.12666 0.197
C -0.14121 2.35134 4.47897 -0.564
H 6.83169 -8.09194 -0.15749 0.334
H 7.88620 -4.12026 -0.99154 0.278
O 0.97438 0.94003 1.49599 -0.343
H 1.84845 8.17160 -2.86012 0.287
C -5.91851 -2.84995 -6.24726 -0.670
C -4.15966 1.38238 -5.45152 -0.625
H -6.53122 6.54941 -6.96807 0.286
H -0.16258 7.89862 6.27810 0.233
H -3.74210 1.93709 -4.61038 0.192
H 1.35716 0.34055 -0.42364 0.306
H -3.39838 1.31412 -6.23173 0.332
C -0.91835 -2.60052 -2.19630 0.370
H 1.49246 -5.63094 -5.30076 0.309
O -5.34177 -1.89653 -5.35683 -0.252
H 2.11031 -2.83322 -6.67582 0.226
N -2.20527 -0.42435 -1.39502 -0.289
H 6.12522 -6.93990 -1.30118 -0.198
H -2.72379 -0.32249 -0.49962 0.375
O 0.93386 -0.93310 -1.74854 -0.509
O 2.44562 6.21490 8.33976 -0.558
H 6.54497 -8.56371 -1.86777 0.329
O 0.43767 6.02946 0.01254 -0.272
C 1.30586 -2.44602 -3.73128 -0.435
C 5.32565 -4.55808 -1.42721 0.730
O 5.32686 -4.25797 -0.25894 -0.580
H 3.34955 8.37096 -1.94183 0.219
O -5.38788 -4.52621 1.69156 -0.211
C 0.21557 1.73600 2.26339 0.843
C -3.49457 -2.73279 -1.52618 -0.561
H 2.37948 6.95361 10.51972 0.368
O 8.99476 -9.31192 -1.12763 -0.544
O 1.42732 4.27524 7.73640 -0.276
C 1.95752 -4.57844 -5.19660 -0.617
H 3.59157 -6.27821 -0.43205 0.404
C -0.63764 5.09087 -0.03043 -0.450
C 0.36113 -4.81575 -3.00543 0.140
H 7.05850 -2.57471 -1.38750 0.301
C 11.40828 -8.41248 -1.77969 -0.638
H -8.91714 -4.99078 3.16471 0.288
H 11.29342 -9.24742 -2.47438 0.290
H -8.09043 -6.53634 3.56147 0.291
O -6.50364 5.67196 -8.85393 -0.324
H 0.68386 6.49887 10.30394 0.162
H -0.34062 0.71663 -0.10439 0.096
H 0.86982 2.03514 -0.27362 0.169
C -2.18602 -1.87558 -1.69845 0.021
C 7.38970 -3.54146 -1.77336 -0.648
C -5.88619 6.47029 -7.84592 -0.615
O 1.27919 6.63273 12.25593 -0.321
C 3.25938 -5.61706 -1.23631 -0.705
C 9.11715 -8.16043 -1.46569 0.689
O 2.83070 8.18640 12.84061 -0.531
C 2.07890 7.28395 13.11583 0.730
H 2.33270 3.84681 9.56054 0.269
C -1.00795 -4.14801 -2.47884 0.348
O 0.61740 6.14972 6.99132 -0.301
O -6.35942 -4.51825 3.74584 -0.534
O 0.74292 -5.96673 -2.67020 -0.641
H 12.27387 -7.82458 -2.08671 0.220
C 0.66183 7.57388 6.91353 -0.562
C 1.23489 -3.85651 -3.96857 0.661
H -3.79609 -4.37721 3.02396 0.328
H 3.02411 6.81859 -2.72942 0.286
H -8.09978 1.99159 -10.15565 0.228
H -1.48155 5.49755 -0.59271 0.322
H 2.76304 -4.73284 -0.82947 0.266
H -6.86827 -2.48299 -6.64258 0.302
C 1.48848 -3.78431 -6.53579 -0.244
C 2.68814 7.35467 15.35983 -0.626
H 2.16904 2.49911 8.42355 0.216
H -9.13274 -6.41529 2.13504 0.219
H 3.08821 -4.65985 -5.10023 0.324
C -3.56920 -4.24006 -1.83327 -0.587
H 2.45854 6.85010 16.29892 0.219
C -2.29429 -4.97957 -2.30618 -0.548
C -6.74664 4.40460 -8.48093 0.800
H -4.62321 -2.83197 2.62699 0.317
F 1.60589 -4.59471 -7.72341 -0.324
C 6.84208 -7.75505 -1.19644 -0.241
O -7.32377 3.77000 -9.51349 -0.317
H 1.59866 7.90611 6.46105 0.306
C 2.56483 7.66317 -2.21101 -0.622
O 1.93490 7.23216 -1.00643 -0.315
H -3.57258 -3.61963 1.43916 0.124
H -2.26508 -6.08712 -2.56944 0.370
H 3.75190 7.22491 15.14878 0.291
O -7.31873 -5.49687 1.93309 -0.309
O 8.13017 -7.25349 -1.55050 -0.150
H -4.91107 6.06066 -7.57330 0.287
H 1.90375 -1.78662 -4.44806 0.219
H 2.44194 8.41338 15.46699 0.289
O 4.35977 -5.24010 -2.06623 -0.279
H -0.30601 4.14444 -0.46154 0.130
H 0.24188 2.12913 5.47544 0.182
H 8.10368 -3.36563 -2.57856 0.243
C -8.41992 -5.87407 2.75798 -0.627
C 1.58513 5.60877 7.74959 0.794
C -4.29033 -3.79813 2.24095 -0.597
C 1.37012 7.09365 10.90732 -0.565
H 2.54411 -6.15925 -1.85485 0.250
C 2.39408 3.56276 8.50761 -0.658
H 0.00690 3.41541 4.28204 0.276
C -7.63996 2.40206 -9.25612 -0.555
H 1.07096 8.14234 10.83782 0.305
O -6.49094 3.92036 -7.40564 -0.543
O -0.65238 2.48186 1.87422 -0.557
H -8.35458 2.31979 -8.43419 0.274
C 0.48830 -1.85857 -2.46975 0.025
C 0.68751 1.02293 0.09716 -0.266
O 1.89526 6.75447 14.33753 -0.328
H 0.53150 8.01830 7.90283 0.205
O -4.51926 0.08199 -4.98359 -0.247
H -5.22741 -3.08640 -7.05929 0.310
O 0.58826 1.56004 3.54267 -0.345
H 3.40008 3.73487 8.11882 0.339
H -6.10991 -3.76176 -5.68051 0.204
```